--- 1 ---
The molecule C5H10O. Source: OMol25; level of theory: wB97M-V/def2-TZVPD.

Last column: natural (NBO) charge in e.
Cartesian coordinates (Å):
C: -0.44034 1.75660 0.63689  -0.599
C: -0.48907 0.25511 0.28004  -0.210
C: -0.31759 -0.05149 -1.24507  -0.655
C: 0.63313 -1.78130 -0.10479  0.448
O: 1.53559 -2.14642 -0.83348  -0.573
C: 0.64921 -0.60694 0.86177  -0.505
H: -1.24821 2.31616 0.14480  0.215
H: 0.50792 2.20805 0.32356  0.205
H: -0.54570 1.93678 1.71674  0.212
H: -1.45241 -0.12437 0.65799  0.202
H: 0.30897 0.70771 -1.69821  0.219
H: -1.25999 -0.20527 -1.76848  0.220
H: -0.37162 -2.27024 -0.12916  0.112
H: 0.36321 -0.90995 -1.49519  0.265
H: 0.51145 -0.96673 1.88766  0.226
H: 1.60645 -0.08343 0.77653  0.219

* structure (SMILES): CC(C)CC=O
* HOMO level: -0.3550 Eh


--- 2 ---
The molecule C5H10O. Source: OMol25; level of theory: wB97M-V/def2-TZVPD.

Last column: natural (NBO) charge in e.
Cartesian coordinates (Å):
C: -2.21298 0.02714 0.12621  -0.664
C: -1.04564 -0.30884 -0.67284  0.052
O: -0.21743 0.61424 -1.26026  -0.498
C: 0.51261 0.01146 -0.19453  0.220
C: 1.71768 -0.76621 -0.69427  -0.648
C: 0.76272 0.88759 1.00065  -0.640
H: -2.99495 0.21298 -0.61524  0.226
H: -2.04002 0.94550 0.68572  0.211
H: -2.55617 -0.76330 0.79527  0.230
H: -0.54021 -1.37570 -0.63376  0.208
H: 1.45118 -1.42505 -1.52592  0.223
H: 2.48206 -0.06494 -1.05314  0.223
H: 2.16296 -1.37107 0.10399  0.215
H: 1.14660 0.31107 1.85071  0.214
H: -0.13872 1.41148 1.32744  0.216
H: 1.51031 1.65366 0.75995  0.212

* structure (SMILES): C[C@H]1OC1(C)C
* HOMO level: -0.3039 Eh


--- 3 ---
The molecule C5H10O. Source: OMol25; level of theory: wB97M-V/def2-TZVPD.

Last column: natural (NBO) charge in e.
Cartesian coordinates (Å):
O: 0.61339 -1.89331 0.18072  -0.728
C: -0.11092 -0.98816 -0.65195  0.095
C: 0.67713 0.26636 -1.01384  -0.433
C: 0.79969 0.93655 0.35880  -0.404
C: -0.62473 0.82006 0.93193  -0.410
C: -1.25599 -0.39300 0.18935  -0.423
H: 1.53226 -1.62551 0.24374  0.465
H: -0.46514 -1.54676 -1.52733  0.175
H: 1.63910 0.13862 -1.52033  0.211
H: 0.04043 0.84760 -1.69016  0.208
H: 1.22906 1.94244 0.37474  0.214
H: 1.46238 0.31049 0.95365  0.189
H: -0.59392 0.67287 2.01581  0.211
H: -1.20728 1.72719 0.73930  0.204
H: -1.65993 -1.12945 0.88865  0.224
H: -2.07556 -0.08598 -0.47308  0.203

* structure (SMILES): OC1CCCC1
* HOMO level: -0.3701 Eh


Quick one: least stable of them? 2


--- 1 ---
The molecule C5H10O. Source: OMol25; level of theory: wB97M-V/def2-TZVPD.

Last column: natural (NBO) charge in e.
Cartesian coordinates (Å):
C: 1.58101 0.18771 -0.40786  -0.617
C: 0.14385 0.68870 -0.57274  -0.385
C: -0.00674 2.16594 -0.19869  -0.596
C: -0.94603 -0.13833 0.08473  0.268
O: -0.43303 -1.31159 0.34841  -0.502
C: -1.32320 -2.30941 0.85121  -0.248
H: 1.67765 -0.85179 -0.73094  0.217
H: 1.88111 0.23383 0.64610  0.206
H: 2.28388 0.79793 -0.98519  0.209
H: -0.15253 0.59256 -1.63480  0.232
H: 0.26392 2.33306 0.85078  0.203
H: -1.03822 2.50351 -0.33607  0.222
H: 0.65291 2.78856 -0.81382  0.206
H: -2.27178 -1.84686 1.12736  0.207
H: -1.46907 -3.04922 0.06147  0.189
H: -0.84373 -2.78460 1.71004  0.189

* HOMO level: -0.3059 Eh


--- 2 ---
The molecule C5H10O. Source: OMol25; level of theory: wB97M-V/def2-TZVPD.

Last column: natural (NBO) charge in e.
Cartesian coordinates (Å):
C: -1.59459 0.29175 0.81995  -0.620
C: -0.90606 0.01193 -0.50509  -0.417
C: 0.39668 1.30937 -0.97912  -0.272
C: 0.78728 0.03139 -0.53842  0.206
C: 1.34681 -0.19659 0.85182  -0.647
O: 1.28417 -0.89508 -1.46572  -0.711
H: -2.67626 0.15226 0.71272  0.218
H: -1.25452 -0.37780 1.61596  0.205
H: -1.40854 1.32524 1.12244  0.233
H: -0.99696 -1.03486 -0.81841  0.237
H: 0.38273 1.27625 -2.08351  0.153
H: -1.39834 0.56750 -1.31390  0.277
H: 2.43268 -0.06352 0.80831  0.233
H: 1.14003 -1.21299 1.21442  0.198
H: 0.94404 0.52566 1.56186  0.240
H: 1.52083 -1.71051 -1.00330  0.467

* HOMO level: -0.3096 Eh


Quick one: least stable of them? 2


--- 1 ---
A 2-piece molecular cluster, C5H10O overall. Source: OMol25; level of theory: wB97M-V/def2-TZVPD.

Last column: natural (NBO) charge in e.
Cartesian coordinates (Å):
C: 1.60904 0.39482 -0.82921  -0.605
C: 0.79602 0.93050 0.34400  -0.436
C: 0.80514 -0.04656 1.47897  -0.094
O: -0.21713 0.13371 2.50224  -0.422
C: -0.33892 -0.94550 1.79624  0.306
C: -2.16002 -0.78020 -0.89832  -0.871
H: 2.64835 0.20132 -0.54734  0.206
H: 1.61649 1.11553 -1.64737  0.217
H: 1.19219 -0.54300 -1.20570  0.213
H: 1.20515 1.88558 0.69120  0.212
H: -0.23753 1.12270 0.04148  0.219
H: 1.77132 -0.31108 1.89873  0.190
H: -1.77389 -1.22649 0.04586  0.231
H: -1.37776 -0.69271 -1.66683  0.207
H: -2.59964 0.21484 -0.73794  0.210
H: -2.93880 -1.45346 -1.26599  0.217

* HOMO level: -0.3490 Eh


--- 2 ---
The molecule C5H10O. Source: OMol25; level of theory: wB97M-V/def2-TZVPD.

Last column: natural (NBO) charge in e.
Cartesian coordinates (Å):
C: 2.16435 -0.46726 0.85829  -0.593
C: 1.16962 -0.10362 -0.21816  -0.346
C: 0.18344 -1.11373 -0.73024  -0.535
C: -0.24562 -0.03941 0.23732  -0.090
C: -2.34791 0.79942 0.04021  -0.259
O: -1.09491 1.09293 -0.72541  -0.569
H: 3.04487 -0.95124 0.42267  0.203
H: 2.48798 0.41932 1.41664  0.203
H: 1.71762 -1.16949 1.57195  0.213
H: 1.51695 0.62308 -0.94724  0.209
H: -0.07203 -1.05665 -1.78441  0.220
H: 0.16903 -2.12475 -0.32287  0.214
H: -2.64994 -0.20736 -0.25204  0.218
H: -3.04018 1.54951 -0.31238  0.174
H: -2.25195 0.80670 1.13750  0.231
H: -0.75132 1.94254 -0.39183  0.507

* HOMO level: -0.2690 Eh


Quick one: least stable of them? 2


--- 1 ---
The molecule C5H10O. Source: OMol25; level of theory: wB97M-V/def2-TZVPD.

Last column: natural (NBO) charge in e.
Cartesian coordinates (Å):
C: -1.86042 -0.86834 -0.89297  -0.733
C: 0.17185 -0.68311 0.65581  -0.511
C: -1.23897 -0.24054 0.34461  0.606
O: -1.80975 0.62021 0.97944  -0.548
C: 1.09521 0.12902 -0.28648  -0.385
C: 1.69277 1.34778 0.40683  -0.607
H: -1.15502 -1.51282 -1.42597  0.214
H: -2.72368 -1.46852 -0.58862  0.244
H: -2.21987 -0.08630 -1.56741  0.240
H: 0.27947 -1.75882 0.47742  0.216
H: 0.39650 -0.48190 1.70831  0.227
H: 0.51518 0.46771 -1.15674  0.199
H: 1.88623 -0.51068 -0.68890  0.206
H: 2.34476 1.03752 1.23030  0.203
H: 2.28702 1.94762 -0.29030  0.210
H: 0.90256 1.98280 0.82236  0.217

* structure (SMILES): CCCC(C)=O
* HOMO level: -0.3493 Eh


--- 2 ---
The molecule C5H10O. Source: OMol25; level of theory: wB97M-V/def2-TZVPD.

Last column: natural (NBO) charge in e.
Cartesian coordinates (Å):
C: 0.79687 1.54341 0.68200  -0.647
C: 0.04084 0.28018 0.34342  -0.140
C: -0.14860 -0.64327 1.50162  -0.625
C: -0.27142 -0.05003 -0.91752  0.326
O: -0.43837 0.95217 -1.83132  -0.676
C: -0.46021 -1.41513 -1.48527  -0.667
H: 1.10617 2.14165 -0.18380  0.212
H: 1.72560 1.21171 1.16962  0.220
H: 0.28382 2.19289 1.39668  0.208
H: -0.51999 1.68764 -1.21073  0.479
H: 0.81058 -1.03432 1.85100  0.203
H: -0.81404 -1.47172 1.25368  0.215
H: -0.60349 -0.10876 2.34905  0.213
H: 0.04609 -2.14572 -0.85493  0.221
H: -1.51685 -1.66613 -1.56756  0.223
H: -0.03700 -1.47457 -2.49593  0.234

* structure (SMILES): CC(C)=C(C)O
* HOMO level: -0.2935 Eh


Quick one: least stable of them? 2